# 1
{
  "formula": "C39H40BrMnN2OP",
  "method": "ωB97M-V/def2-TZVPD",
  "s_squared": 6.078,
  "total_charge": 1,
  "total_energy_ha": -5761.04761,
  "relative_energy_kcal_mol": 17.45,
  "spin_multiplicity": 5,
  "elements": ["Mn", "N", "P", "C", "C", "C", "C", "C", "C", "C", "C", "C", "C", "C", "C", "C", "C", "C", "C", "C", "N", "H", "H", "H", "H", "H", "H", "H", "H", "H", "H", "H", "H", "H", "H", "H", "C", "C", "C", "C", "C", "C", "C", "Br", "C", "O", "C", "C", "C", "C", "C", "C", "H", "H", "H", "H", "H", "H", "H", "H", "H", "H", "H", "H", "H", "H", "H", "H", "H", "H", "H", "H", "C", "C", "C", "C", "C", "C", "C", "C", "H", "H", "H", "H", "H"],
  "positions_angstrom": [[0.70428, -0.64267, 1.16171], [1.88217, 1.85901, 1.98416], [1.29610, 0.60808, 3.02048], [2.45311, 0.76701, 4.41761], [2.49245, 1.99210, 5.08533], [3.41142, 2.18935, 6.10029], [4.27834, 1.16323, 6.46023], [4.23878, -0.05252, 5.79789], [3.32664, -0.25476, 4.77127], [-0.24504, 1.30970, 3.66850], [-1.07397, 2.03394, 2.81281], [-2.31547, 2.45487, 3.25504], [-2.74262, 2.13050, 4.53583], [-1.92968, 1.38301, 5.37590], [-0.67875, 0.97032, 4.94590], [2.52992, 1.53385, 0.81006], [3.24645, 2.48180, 0.08071], [3.83151, 2.10168, -1.10759], [3.72524, 0.77932, -1.53193], [3.02356, -0.10240, -0.74710], [2.41371, 0.26080, 0.39515], [2.13250, 2.74898, 2.38868], [1.78885, 2.77653, 4.82943], [3.44760, 3.14087, 6.61339], [4.98084, 1.31451, 7.26900], [4.91919, -0.84563, 6.07730], [3.28861, -1.20407, 4.25112], [-0.74118, 2.25454, 1.80444], [-2.95636, 3.02559, 2.59582], [-3.71384, 2.46078, 4.87963], [-2.27263, 1.11746, 6.36691], [-0.04125, 0.38767, 5.60026], [3.33195, 3.49461, 0.45014], [4.37045, 2.82506, -1.70463], [4.17492, 0.43938, -2.45291], [2.95029, -1.14470, -1.02429], [0.18110, -0.96809, -6.70875], [0.67740, -1.91786, -5.61659], [2.21324, -1.98410, -5.68478], [0.09540, -3.31148, -5.89385], [0.29528, -1.43637, -4.21932], [0.56902, -2.23954, -3.11971], [0.37058, -1.73135, -1.85704], [0.84221, -2.82081, -0.31650], [-0.10252, -0.43841, -1.58064], [-0.18224, 0.01154, -0.34391], [-0.47511, 0.34383, -2.70196], [-0.25093, -0.17690, -3.96918], [-1.12063, 1.71631, -2.48869], [-0.15408, 2.67320, -1.77066], [-1.50936, 2.36902, -3.81766], [-2.40134, 1.54313, -1.65234], [0.46588, -1.36174, -7.68498], [0.61729, 0.02774, -6.61522], [-0.90701, -0.88086, -6.68732], [2.53422, -2.37604, -6.65260], [2.61479, -2.63523, -4.90715], [2.64731, -0.98963, -5.55848], [0.29492, -3.58691, -6.93039], [-0.98452, -3.31313, -5.73855], [0.53730, -4.07829, -5.25631], [0.92495, -3.25472, -3.23865], [-0.52028, 0.43279, -4.81737], [0.76768, 2.79481, -2.34473], [0.10079, 2.30848, -0.77787], [-0.62308, 3.65432, -1.66439], [-0.63060, 2.59113, -4.42616], [-2.02617, 3.30819, -3.61699], [-2.18711, 1.73293, -4.38894], [-2.18703, 1.09823, -0.68172], [-3.11025, 0.90082, -2.17797], [-2.87236, 2.51576, -1.49142], [-0.87133, -1.27290, 1.98593], [-1.96875, -1.78301, 2.11490], [-3.23470, -2.42733, 2.19998], [-3.29169, -3.79736, 2.48215], [-4.50700, -4.45679, 2.45676], [-5.67276, -3.76180, 2.16335], [-5.62366, -2.39807, 1.90740], [-4.41344, -1.72840, 1.92262], [-2.37621, -4.32809, 2.70665], [-4.54957, -5.51728, 2.66773], [-6.62081, -4.28240, 2.13914], [-6.53761, -1.85847, 1.69637], [-4.36533, -0.66667, 1.71926]],
  "forces_ev_per_angstrom": [[-0.09, -0.52, -1.03], [-0.13, -0.34, -0.05], [0.16, 1.67, 1.14], [-0.13, -0.60, -0.18], [-0.05, -0.02, 0.02], [-0.01, 0.00, -0.04], [0.01, 0.03, 0.02], [0.05, -0.07, 0.01], [-0.07, 0.02, -0.07], [0.02, -0.09, -0.20], [0.18, -0.04, 0.02], [-0.06, 0.02, -0.04], [0.01, 0.00, 0.00], [-0.03, 0.00, 0.04], [0.11, 0.00, -0.03], [0.15, -0.02, -0.13], [0.10, 0.04, -0.01], [-0.09, -0.05, 0.08], [0.00, -0.03, 0.04], [0.15, -0.07, -0.21], [0.13, 0.32, 0.08], [-0.07, 0.09, 0.01], [0.02, 0.02, 0.03], [-0.01, -0.02, 0.03], [0.02, 0.00, -0.03], [-0.02, 0.00, 0.01], [0.04, -0.01, 0.02], [-0.09, 0.05, -0.01], [0.01, 0.01, 0.01], [-0.01, -0.02, 0.00], [0.02, 0.02, 0.00], [-0.04, 0.01, 0.03], [-0.05, 0.00, -0.01], [0.01, 0.02, 0.03], [0.02, -0.01, 0.03], [-0.12, 0.02, 0.02], [-0.02, -0.06, 0.06], [0.04, -0.01, -0.04], [-0.06, -0.01, -0.09], [-0.01, 0.10, 0.03], [0.02, 0.03, 0.08], [0.01, -0.16, -0.03], [-0.01, 0.25, 0.37], [0.01, -0.06, -0.44], [0.17, -0.41, -0.58], [-0.19, 0.19, 0.36], [0.02, -0.02, 0.39], [0.03, -0.05, -0.11], [-0.03, 0.04, 0.03], [-0.02, -0.06, -0.01], [0.00, -0.06, 0.08], [0.06, 0.02, -0.02], [0.00, 0.01, 0.00], [-0.01, 0.01, 0.00], [0.00, 0.04, -0.03], [0.00, 0.02, 0.01], [0.01, -0.02, 0.00], [0.00, -0.01, 0.02], [0.00, -0.06, 0.02], [0.00, -0.04, -0.02], [-0.02, 0.00, 0.02], [0.10, 0.05, -0.01], [0.04, 0.01, 0.02], [0.00, 0.01, -0.01], [0.03, -0.03, 0.05], [0.02, 0.00, -0.02], [-0.03, 0.01, -0.05], [0.02, 0.01, 0.00], [-0.01, 0.04, -0.04], [-0.02, 0.00, -0.01], [-0.02, 0.02, 0.01], [-0.01, 0.00, -0.03], [-0.42, -0.31, 0.26], [0.41, 0.23, 0.14], [-0.27, -0.24, -0.03], [-0.01, 0.15, -0.05], [-0.06, -0.05, 0.05], [0.03, 0.01, 0.02], [-0.09, -0.02, 0.03], [0.12, -0.01, 0.05], [-0.01, -0.02, -0.02], [0.01, 0.01, -0.01], [0.00, 0.00, 0.01], [0.02, 0.02, -0.02], [0.01, 0.00, -0.03]]
}

***

# 2
{
  "formula": "C39H40CoN6OS2",
  "method": "ωB97M-V/def2-TZVPD",
  "s_squared": 3.762,
  "total_charge": 0,
  "total_energy_ha": -4093.05213,
  "spin_multiplicity": 4,
  "elements": ["Co", "C", "C", "C", "C", "C", "N", "C", "C", "C", "C", "C", "C", "C", "N", "C", "C", "C", "N", "C", "C", "N", "C", "C", "C", "N", "H", "H", "H", "H", "H", "H", "H", "H", "H", "H", "H", "H", "H", "H", "H", "H", "H", "H", "C", "C", "C", "C", "C", "C", "C", "C", "S", "C", "N", "C", "C", "C", "C", "C", "C", "C", "C", "H", "H", "H", "H", "H", "H", "H", "H", "H", "H", "H", "H", "H", "H", "H", "H", "C", "S", "C", "O", "H", "H", "H", "H", "H", "H"],
  "positions_angstrom": [[-0.14110, 0.00060, -0.12460], [-2.76160, 6.56330, -0.03920], [-2.23770, 5.20730, 0.32410], [-2.63990, 4.53320, 1.47450], [-2.18250, 3.26710, 1.75610], [-1.28620, 2.58100, 0.91240], [-0.84110, 1.31320, 1.21580], [-0.52990, 1.06390, 2.52340], [-0.07750, 2.08850, 3.38710], [0.28770, 1.86140, 4.69260], [0.24600, 0.57710, 5.23400], [0.69790, 0.28420, 6.63470], [-0.16590, -0.44920, 4.40320], [-0.56530, -0.23290, 3.08880], [-0.87300, -1.38860, 2.34040], [-1.46900, -2.49730, 2.82290], [-1.26900, -3.50910, 1.91040], [-0.53000, -2.92030, 0.88580], [-0.31000, -1.63580, 1.15220], [-0.90710, 3.26720, -0.25810], [-1.37620, 4.54480, -0.53370], [-0.15220, 2.64300, -1.26980], [0.73030, 3.23230, -2.10390], [0.83230, 2.43450, -3.22130], [-0.04330, 1.37140, -2.98050], [-0.61030, 1.49270, -1.78570], [-3.01280, 7.14200, 0.84550], [-3.66580, 6.47020, -0.64240], [-2.02940, 7.11130, -0.62850], [-3.33450, 5.01000, 2.15190], [-2.52480, 2.76890, 2.65170], [0.01190, 3.08750, 2.98540], [0.62490, 2.68870, 5.30150], [0.58150, 1.15450, 7.27660], [1.75160, -0.00330, 6.64270], [0.12690, -0.54120, 7.05610], [-0.15750, -1.46260, 4.78240], [-2.01850, -2.49290, 3.74310], [-1.60020, -4.52530, 1.96640], [-0.15870, -3.37540, -0.01000], [-1.07470, 5.01930, -1.45910], [1.23890, 4.13810, -1.83920], [1.45870, 2.59210, -4.07660], [-0.28570, 0.54240, -3.61540], [3.89720, 3.53460, 1.57200], [4.92480, 3.25670, 0.47090], [6.22140, 2.77520, 1.13750], [5.18010, 4.57380, -0.27280], [4.44290, 2.20890, -0.52030], [5.26000, 1.83520, -1.59710], [4.86120, 0.90300, -2.53560], [3.63450, 0.28500, -2.37390], [2.85320, -0.93050, -3.35400], [1.51040, -0.92470, -2.21720], [1.65960, -0.09830, -1.21200], [2.81140, 0.61770, -1.28210], [3.20270, 1.61640, -0.39600], [0.30040, -1.66900, -2.38710], [0.15870, -2.66330, -3.36000], [-1.07180, -3.24660, -3.56700], [-2.15590, -2.86520, -2.78650], [-1.99310, -1.93540, -1.76700], [-0.78290, -1.29560, -1.55540], [4.32330, 4.23220, 2.29070], [3.62170, 2.62650, 2.10140], [2.99860, 3.98230, 1.15430], [6.51590, 3.47320, 1.91830], [7.03640, 2.69860, 0.42330], [6.07720, 1.79780, 1.59390], [5.51420, 5.33940, 0.42530], [4.26040, 4.91160, -0.74540], [5.93430, 4.45610, -1.04600], [6.22910, 2.29430, -1.71780], [5.48600, 0.66360, -3.38340], [2.51320, 1.86890, 0.38890], [1.01770, -2.95700, -3.94960], [-1.19570, -3.98990, -4.34070], [-3.12980, -3.29120, -2.97910], [-2.84910, -1.67290, -1.15760], [3.88580, -0.38860, 3.17760], [2.36570, -1.02200, 2.33340], [3.29640, -2.07080, 1.13620], [1.85730, 0.11380, 1.56030], [4.56120, 0.03810, 2.44420], [4.34990, -1.21870, 3.69830], [3.57540, 0.37060, 3.88850], [3.75970, -2.88690, 1.67890], [4.04200, -1.47510, 0.62030], [2.57610, -2.45790, 0.42320]],
  "forces_ev_per_angstrom": [[-0.19, 0.28, 0.06], [-0.10, -0.05, -0.04], [0.20, -0.07, -0.07], [0.04, 0.13, -0.13], [0.01, -0.10, -0.22], [-0.17, 0.47, -0.13], [0.17, -0.46, -0.48], [-0.04, -0.07, 0.71], [0.02, -0.18, -0.08], [-0.05, -0.25, -0.01], [-0.06, 0.00, -0.02], [0.06, -0.03, -0.08], [-0.01, 0.16, 0.11], [0.23, 0.96, 0.25], [-0.51, -0.56, 0.14], [-0.17, -0.27, -0.18], [0.09, 0.09, 0.17], [-0.04, 0.20, 0.35], [0.26, -0.42, 0.01], [-0.52, 0.11, 0.70], [-0.13, 0.09, 0.18], [0.71, 0.07, -0.44], [0.08, -0.15, -0.15], [-0.02, 0.20, 0.06], [-0.13, 0.46, 0.27], [-0.61, 0.09, -0.50], [0.00, 0.11, 0.07], [-0.07, 0.07, -0.03], [0.02, 0.12, 0.00], [-0.08, 0.04, 0.09], [0.01, -0.05, 0.03], [-0.02, 0.02, 0.00], [0.06, 0.09, 0.06], [0.00, 0.03, 0.08], [0.05, 0.00, 0.11], [0.00, -0.02, 0.11], [0.02, -0.08, -0.01], [0.00, 0.10, 0.19], [-0.13, -0.16, 0.06], [-0.01, 0.08, -0.29], [-0.02, -0.01, -0.07], [-0.01, 0.21, 0.06], [0.10, 0.04, -0.13], [0.01, -0.22, -0.01], [0.17, -0.07, -0.21], [0.06, 0.17, 0.13], [-0.16, 0.05, -0.08], [0.00, -0.15, 0.10], [-0.19, 0.02, 0.00], [0.07, -0.10, -0.19], [0.20, 0.10, -0.06], [-0.45, -0.13, 0.27], [-0.21, 0.23, 0.54], [1.19, 0.45, 0.31], [-0.70, -0.82, -0.58], [1.04, 0.15, -0.57], [-0.01, -0.02, 0.08], [-1.43, -0.82, -0.15], [0.34, 0.23, 0.01], [-0.02, -0.17, -0.17], [-0.06, 0.15, 0.18], [-0.20, -0.12, -0.48], [0.86, -0.07, -0.14], [0.01, 0.09, 0.05], [-0.09, -0.12, 0.11], [-0.19, 0.02, 0.02], [0.09, 0.09, 0.07], [0.12, -0.04, -0.09], [0.00, -0.11, 0.06], [0.05, 0.11, 0.04], [-0.09, 0.10, -0.07], [0.11, 0.03, -0.09], [0.12, 0.08, -0.01], [0.13, -0.01, -0.01], [0.01, 0.06, 0.12], [0.03, -0.12, -0.17], [0.00, -0.08, -0.06], [-0.11, -0.13, 0.00], [-0.10, -0.03, 0.09], [-0.78, -0.36, -0.21], [1.90, -0.93, 0.27], [-0.44, 0.31, 0.46], [-0.28, 0.95, -0.38], [0.01, 0.04, -0.20], [0.12, -0.13, 0.11], [-0.14, 0.05, 0.07], [0.08, -0.16, 0.10], [0.07, 0.20, -0.03], [-0.15, -0.03, -0.04]]
}

***

So what do the calculations give for max |F|? Going down the list: 2.03; 2.13 eV/Å.